1.
{
  "formula": "H19O9",
  "method": "ωB97M-V with the def2-TZVPD basis set",
  "de_lowest_kcal_mol": 142.27,
  "charge": 1,
  "homo_lumo_gap_ev": 10.15,
  "spin_multiplicity": 1,
  "e_lumo_ev": -3.484,
  "symbols": ["O", "H", "H", "O", "H", "O", "H", "H", "O", "H", "H", "O", "H", "H", "O", "H", "H", "O", "H", "H", "O", "H", "H", "O", "H", "H", "H", "H"],
  "coordinates": [[3.656, 1.879, 0.124], [-2.492, -1.083, -3.722], [-1.683, 2.209, -1.730], [1.124, 2.596, 0.418], [-0.042, 0.314, 1.276], [-0.713, -3.215, -0.720], [-3.204, -0.399, 0.292], [-0.682, -2.598, -1.400], [-2.867, 0.383, 0.421], [-1.347, -3.928, -1.217], [-3.171, 0.495, 1.359], [-1.543, -1.822, 2.885], [-1.194, 0.509, 0.098], [-0.812, -1.374, 2.427], [-0.315, 0.290, 0.269], [-1.513, -2.657, 2.352], [0.498, 2.819, -0.500], [2.659, -0.867, 2.058], [4.534, 1.633, -0.443], [3.505, -0.626, 2.496], [-1.585, -1.461, -3.492], [-0.773, -1.117, -4.036], [2.584, -1.741, 2.463], [-0.769, 2.095, -1.402], [-1.001, 1.193, -0.890], [1.742, 3.424, 0.552], [3.632, 0.929, 0.117], [1.773, 2.117, -0.056]],
  "nbo_charge": [-0.973, 0.498, 0.508, -0.777, 0.508, -0.944, 0.474, 0.471, -0.937, 0.473, 0.499, -0.934, 0.458, 0.453, -0.967, 0.481, 0.593, -0.955, 0.505, 0.473, -0.999, 0.501, 0.483, -0.971, 0.493, 0.554, 0.484, 0.547]
}

2.
{
  "formula": "H2",
  "method": "ωB97M-V with the def2-TZVPD basis set",
  "de_lowest_kcal_mol": 0.18,
  "charge": -1,
  "homo_lumo_gap_ev": [6.95, 14.84],
  "spin_multiplicity": 2,
  "e_lumo_ev": [9.776, 7.849],
  "symbols": ["H", "H"],
  "coordinates": [[0.000, 0.000, 0.401], [0.000, 0.000, -0.401]],
  "mulliken_spin": [0.500, 0.500]
}

3.
{
  "formula": "H2",
  "method": "ωB97M-V with the def2-TZVPD basis set",
  "de_lowest_kcal_mol": 113.47,
  "homo_lumo_gap_ev": 8.32,
  "spin_multiplicity": 1,
  "e_lumo_ev": -2.146,
  "symbols": ["H", "H"],
  "coordinates": [[0.000, 0.000, 0.984], [0.000, 0.000, -0.984]],
  "mulliken_charge": [0.000, 0.000]
}

4.
{
  "formula": "H20N2O11",
  "method": "ωB97M-V with the def2-TZVPD basis set",
  "de_lowest_kcal_mol": 27.39,
  "homo_lumo_gap_ev": 8.58,
  "spin_multiplicity": 1,
  "e_lumo_ev": -1.524,
  "symbols": ["N", "H", "H", "H", "H", "N", "O", "O", "O", "O", "H", "H", "O", "H", "H", "O", "H", "H", "O", "H", "H", "O", "H", "H", "O", "H", "H", "O", "H", "H", "O", "H", "H"],
  "coordinates": [[35.836, 21.749, 31.629], [36.587, 21.590, 32.372], [36.056, 21.619, 30.491], [35.231, 22.618, 31.974], [35.157, 21.110, 31.781], [36.511, 21.837, 35.392], [36.809, 21.375, 36.498], [35.360, 21.757, 34.958], [37.409, 22.048, 34.585], [39.920, 21.511, 36.217], [39.042, 21.432, 35.833], [39.628, 20.937, 37.015], [33.130, 23.654, 36.220], [34.039, 23.986, 36.128], [33.270, 22.711, 36.472], [37.200, 20.416, 39.024], [36.665, 19.685, 39.405], [36.789, 20.614, 38.183], [33.128, 22.770, 33.154], [33.338, 23.585, 32.765], [33.616, 22.669, 33.982], [38.079, 19.307, 35.407], [37.595, 19.943, 35.975], [37.813, 18.519, 35.905], [33.996, 21.387, 38.255], [34.705, 20.814, 37.728], [34.479, 21.837, 38.926], [33.215, 20.266, 35.241], [33.068, 19.731, 34.486], [34.093, 20.663, 35.028], [39.491, 22.979, 32.829], [38.967, 22.623, 33.586], [39.310, 23.917, 32.574]],
  "nbo_charge": [-0.921, 0.502, 0.478, 0.480, 0.426, 0.756, -0.544, -0.581, -0.537, -0.937, 0.466, 0.463, -0.955, 0.457, 0.500, -0.948, 0.467, 0.475, -0.955, 0.458, 0.509, -0.952, 0.462, 0.461, -0.952, 0.477, 0.474, -0.953, 0.453, 0.475, -0.985, 0.508, 0.474]
}

5.
{
  "formula": "H20NO13",
  "method": "ωB97M-V with the def2-TZVPD basis set",
  "de_lowest_kcal_mol": 36.46,
  "charge": -1,
  "homo_lumo_gap_ev": 10.00,
  "spin_multiplicity": 1,
  "e_lumo_ev": 2.679,
  "symbols": ["N", "O", "O", "O", "O", "H", "H", "O", "H", "H", "O", "H", "H", "O", "H", "H", "O", "H", "H", "O", "H", "H", "O", "H", "H", "O", "H", "H", "O", "H", "H", "O", "H", "H"],
  "coordinates": [[21.222, -31.823, 11.948], [22.217, -31.043, 11.751], [20.364, -31.585, 12.794], [20.822, -32.520, 10.979], [22.480, -30.658, 8.640], [22.660, -31.009, 9.474], [23.034, -29.930, 8.519], [20.660, -33.355, 8.011], [21.369, -32.975, 7.563], [20.746, -33.140, 8.955], [19.069, -30.540, 9.724], [19.392, -31.241, 10.347], [18.611, -29.886, 10.248], [21.723, -28.170, 10.530], [21.709, -28.858, 9.843], [21.271, -28.623, 11.280], [24.088, -29.009, 11.684], [23.731, -29.915, 11.678], [23.387, -28.561, 11.282], [17.254, -30.430, 12.340], [16.649, -30.729, 13.034], [17.724, -31.162, 12.052], [20.355, -28.782, 12.814], [19.573, -28.366, 13.020], [20.202, -29.714, 12.942], [18.099, -33.076, 10.836], [18.988, -33.137, 11.162], [18.042, -33.559, 9.999], [22.537, -28.784, 14.451], [21.673, -28.992, 14.124], [23.217, -29.259, 13.918], [18.719, -30.763, 15.251], [17.821, -31.069, 15.200], [19.217, -31.197, 14.523]],
  "nbo_charge": [0.731, -0.553, -0.548, -0.572, -0.947, 0.486, 0.463, -0.965, 0.471, 0.491, -0.956, 0.476, 0.468, -0.991, 0.478, 0.505, -0.982, 0.475, 0.486, -0.951, 0.461, 0.488, -0.958, 0.481, 0.494, -0.986, 0.493, 0.481, -0.984, 0.482, 0.484, -0.952, 0.456, 0.495]
}

6.
{
  "formula": "H20O10",
  "method": "ωB97M-V with the def2-TZVPD basis set",
  "de_lowest_kcal_mol": 12.27,
  "charge": -1,
  "homo_lumo_gap_ev": [3.21, 10.17],
  "spin_multiplicity": 2,
  "e_lumo_ev": [2.697, 2.658],
  "symbols": ["O", "H", "H", "O", "H", "H", "O", "H", "H", "O", "H", "H", "O", "H", "H", "O", "H", "H", "O", "H", "H", "O", "H", "H", "O", "H", "H", "O", "H", "H"],
  "coordinates": [[-0.908, 1.124, -2.338], [-0.700, 1.695, -3.078], [-1.757, 0.742, -2.561], [-0.520, -0.671, 3.562], [-0.676, -0.732, 2.619], [-0.801, -1.519, 3.906], [3.626, -1.610, -0.623], [3.569, -2.466, -1.048], [2.928, -1.094, -1.026], [-0.403, -0.457, 0.662], [0.224, -0.794, 0.022], [-0.825, 0.280, 0.220], [0.323, 3.089, 1.947], [-0.365, 2.791, 1.351], [0.099, 4.000, 2.135], [1.685, -2.965, 1.051], [2.325, -2.365, 0.667], [1.813, -3.786, 0.577], [1.481, 0.055, -1.898], [0.566, 0.330, -1.955], [1.734, -0.126, -2.804], [-1.616, 2.054, -0.054], [-1.362, 1.779, -0.935], [-2.320, 2.688, -0.195], [-2.707, 1.472, 2.318], [-2.452, 1.491, 1.396], [-3.106, 2.328, 2.474], [-0.066, -2.525, -2.494], [0.234, -1.685, -2.149], [-0.024, -3.121, -1.746]],
  "nbo_charge": [-1.416, 0.321, 0.387, -0.951, 0.498, 0.446, -0.956, 0.459, 0.501, -0.964, 0.471, 0.477, -0.949, 0.489, 0.447, -0.952, 0.488, 0.448, -1.029, 0.493, 0.464, -1.075, 0.491, 0.466, -0.952, 0.482, 0.446, -0.964, 0.471, 0.462]
}

7.
{
  "formula": "H20O10",
  "method": "ωB97M-V with the def2-TZVPD basis set",
  "de_lowest_kcal_mol": 86.45,
  "homo_lumo_gap_ev": 11.23,
  "spin_multiplicity": 1,
  "smiles": "O.O.O.O.O.O.O.O.O.O",
  "e_lumo_ev": 0.075,
  "symbols": ["O", "H", "H", "O", "H", "H", "O", "H", "H", "O", "H", "H", "O", "H", "H", "O", "H", "H", "O", "H", "H", "O", "H", "H", "O", "H", "H", "O", "H", "H"],
  "coordinates": [[-1.579, -0.347, -3.032], [-2.509, -0.149, -3.021], [-1.257, -1.243, -2.929], [0.864, 3.171, -0.925], [0.726, 3.666, -1.723], [0.065, 2.638, -0.824], [0.706, -1.764, 2.958], [0.746, -2.606, 2.496], [-0.222, -1.547, 3.082], [2.523, -0.580, -1.118], [1.805, -0.872, -1.662], [3.025, 0.077, -1.573], [-1.302, -3.064, -1.916], [-2.154, -3.321, -2.265], [-1.390, -2.595, -1.082], [1.936, -2.661, 0.440], [2.058, -3.473, -0.002], [2.445, -1.931, 0.057], [-1.776, 1.869, 2.587], [-1.075, 1.756, 3.220], [-1.560, 2.583, 1.983], [-0.290, -0.559, -0.367], [0.510, -0.874, -0.759], [-0.273, -1.238, 0.327], [-2.274, 2.001, -0.187], [-2.694, 1.370, -0.764], [-1.600, 1.696, 0.418], [1.504, 2.940, 2.360], [1.438, 2.100, 2.806], [1.602, 2.957, 1.418]],
  "nbo_charge": [-0.989, 0.478, 0.502, -0.963, 0.474, 0.487, -0.947, 0.483, 0.464, -0.948, 0.468, 0.500, -0.964, 0.481, 0.490, -0.996, 0.474, 0.507, -0.948, 0.474, 0.479, -0.924, 0.450, 0.470, -0.982, 0.489, 0.490, -0.980, 0.480, 0.500]
}

8.
{
  "formula": "H20O10",
  "method": "ωB97M-V with the def2-TZVPD basis set",
  "de_lowest_kcal_mol": 148.92,
  "homo_lumo_gap_ev": 8.56,
  "spin_multiplicity": 1,
  "smiles": "O.O.O.O.O.O.O.O.O.O",
  "e_lumo_ev": -0.163,
  "symbols": ["H", "H", "H", "H", "H", "H", "H", "H", "H", "H", "H", "H", "H", "H", "H", "H", "H", "H", "H", "H", "O", "O", "O", "O", "O", "O", "O", "O", "O", "O"],
  "coordinates": [[0.057, 0.380, 0.048], [1.360, 0.998, 0.528], [-5.063, -0.257, 0.494], [-3.560, -0.132, 0.681], [-3.762, -1.920, -0.614], [-3.849, -0.754, -1.585], [-0.644, -1.707, -2.417], [0.826, -1.490, -2.739], [4.194, -2.459, -0.627], [2.866, -2.679, 0.080], [3.209, 2.881, 0.213], [3.476, 1.760, 1.205], [2.795, -1.001, 3.728], [1.799, 0.137, 3.568], [2.511, 0.911, -1.002], [3.063, 2.056, -1.835], [-3.628, 3.007, 0.449], [-2.244, 2.484, 0.103], [-0.276, -0.513, 1.577], [-0.490, -1.846, 0.880], [0.778, 0.952, -0.239], [-4.349, -0.500, 1.094], [-4.134, -1.035, -0.709], [0.222, -1.629, -2.001], [3.252, -2.268, -0.702], [3.221, 1.920, 0.289], [2.207, -0.590, 3.084], [2.423, 1.336, -1.862], [-3.054, 2.814, -0.301], [-0.895, -0.980, 1.005]],
  "nbo_charge": [0.476, 0.454, 0.476, 0.480, 0.483, 0.456, 0.458, 0.482, 0.464, 0.465, 0.484, 0.476, 0.477, 0.471, 0.493, 0.439, 0.468, 0.473, 0.469, 0.486, -0.944, -0.945, -0.950, -0.940, -0.928, -0.949, -0.947, -0.943, -0.941, -0.940]
}

9.
{
  "formula": "H20O10",
  "method": "ωB97M-V with the def2-TZVPD basis set",
  "de_lowest_kcal_mol": 91.67,
  "homo_lumo_gap_ev": 10.03,
  "spin_multiplicity": 1,
  "smiles": "O.O.O.O.O.O.O.O.O.O",
  "e_lumo_ev": -0.143,
  "symbols": ["O", "H", "H", "O", "H", "H", "O", "H", "H", "O", "H", "H", "O", "H", "H", "O", "H", "H", "O", "H", "H", "O", "H", "H", "O", "H", "H", "O", "H", "H"],
  "coordinates": [[12.258, -8.251, 4.486], [12.166, -8.314, 5.472], [11.645, -7.566, 4.251], [15.158, -6.753, -0.362], [14.343, -7.164, -0.180], [15.166, -6.324, -1.206], [13.657, -6.238, 1.931], [13.942, -5.332, 2.240], [14.554, -6.487, 1.751], [9.812, -9.039, -1.533], [9.404, -9.068, -0.696], [10.421, -9.789, -1.589], [11.790, -8.157, 1.459], [12.145, -7.335, 1.812], [11.024, -7.815, 1.025], [13.931, -10.063, 1.430], [14.316, -9.607, 2.159], [13.178, -9.474, 1.361], [9.486, -6.837, 1.211], [9.046, -7.387, 0.597], [9.103, -5.988, 1.126], [8.937, -9.195, 3.093], [8.731, -10.160, 3.210], [9.907, -9.121, 2.916], [12.331, -7.285, -1.736], [11.761, -6.743, -1.197], [12.228, -6.914, -2.632], [10.810, -6.154, 4.113], [11.043, -5.426, 3.592], [10.452, -5.505, 4.727]],
  "nbo_charge": [-0.965, 0.456, 0.483, -0.969, 0.493, 0.478, -0.955, 0.471, 0.492, -0.940, 0.455, 0.486, -0.984, 0.492, 0.479, -0.954, 0.456, 0.488, -0.936, 0.472, 0.478, -0.969, 0.469, 0.498, -0.936, 0.469, 0.468, -0.912, 0.465, 0.473]
}

10.
{
  "formula": "H20O10",
  "method": "ωB97M-V with the def2-TZVPD basis set",
  "de_lowest_kcal_mol": 127.93,
  "homo_lumo_gap_ev": 9.08,
  "spin_multiplicity": 1,
  "smiles": "O.O.O.O.O.O.O.O.O.O",
  "e_lumo_ev": -0.653,
  "symbols": ["O", "H", "H", "O", "H", "H", "O", "H", "H", "O", "H", "H", "O", "H", "H", "O", "H", "H", "O", "H", "H", "O", "H", "H", "O", "H", "H", "O", "H", "H"],
  "coordinates": [[-0.135, 2.434, 0.238], [0.401, 3.035, -0.308], [0.289, 2.551, 1.138], [1.661, 1.668, 2.314], [2.257, 2.500, 2.734], [2.232, 1.162, 1.675], [1.584, -0.559, -3.346], [1.134, -0.649, -2.500], [1.387, -1.466, -3.579], [-1.638, -2.843, 1.194], [-2.315, -2.275, 0.722], [-0.779, -2.454, 1.668], [1.144, -1.666, 1.782], [1.827, -1.916, 1.211], [1.094, -2.361, 2.407], [-1.512, -0.939, -2.817], [-0.840, -0.746, -2.110], [-1.203, -0.245, -3.328], [-3.301, -1.216, -0.413], [-4.081, -0.836, -0.969], [-2.614, -0.703, -0.848], [2.926, -0.787, -0.482], [3.720, -1.210, -0.758], [3.293, -0.210, 0.182], [-0.437, -0.160, -0.293], [0.449, -0.416, 0.321], [-0.430, 0.808, 0.043], [-2.263, 3.461, 1.258], [-1.494, 3.236, 1.001], [-2.359, 2.806, 1.872]],
  "nbo_charge": [-0.966, 0.495, 0.508, -0.960, 0.495, 0.479, -0.931, 0.465, 0.464, -1.032, 0.525, 0.485, -0.951, 0.484, 0.481, -0.947, 0.481, 0.458, -0.964, 0.479, 0.494, -0.929, 0.479, 0.454, -1.021, 0.490, 0.500, -0.909, 0.445, 0.449]
}

11.
{
  "formula": "H20O10",
  "method": "ωB97M-V with the def2-TZVPD basis set",
  "de_lowest_kcal_mol": 103.92,
  "homo_lumo_gap_ev": 10.34,
  "spin_multiplicity": 1,
  "smiles": "O.O.O.O.O.O.O.O.O.O",
  "e_lumo_ev": -0.387,
  "symbols": ["H", "H", "H", "H", "H", "H", "H", "H", "H", "H", "H", "H", "H", "H", "H", "H", "H", "H", "H", "H", "O", "O", "O", "O", "O", "O", "O", "O", "O", "O"],
  "coordinates": [[-0.688, -0.394, -0.366], [0.586, -0.592, -1.170], [2.327, -3.423, 2.273], [1.998, -2.066, 2.874], [-4.808, -0.321, -0.033], [-6.189, -0.575, -0.614], [2.932, -2.289, -2.521], [4.092, -1.619, -3.239], [4.046, 2.736, 0.925], [2.983, 1.868, 1.577], [-0.442, 3.707, -0.898], [0.437, 4.947, -0.881], [-1.684, -4.106, -1.457], [-2.091, -2.792, -0.810], [-3.006, 3.746, 0.747], [-2.742, 3.222, -0.655], [4.057, 0.761, -0.083], [4.002, -0.749, -0.250], [-3.693, -0.847, 2.074], [-2.207, -0.779, 2.384], [-0.079, -1.077, -0.670], [1.744, -2.995, 2.911], [-5.252, -0.625, -0.833], [3.132, -1.590, -3.154], [3.874, 1.832, 1.212], [0.477, 3.986, -0.818], [-2.309, -3.377, -1.544], [-2.652, 4.011, -0.109], [4.223, -0.063, 0.390], [-3.069, -0.536, 2.740]],
  "nbo_charge": [0.463, 0.481, 0.468, 0.472, 0.454, 0.472, 0.468, 0.471, 0.468, 0.478, 0.476, 0.472, 0.466, 0.468, 0.478, 0.468, 0.487, 0.441, 0.460, 0.471, -0.944, -0.939, -0.926, -0.938, -0.929, -0.950, -0.934, -0.943, -0.946, -0.931]
}

12.
{
  "formula": "H20O10",
  "method": "ωB97M-V with the def2-TZVPD basis set",
  "de_lowest_kcal_mol": 119.29,
  "homo_lumo_gap_ev": 10.10,
  "spin_multiplicity": 1,
  "smiles": "O.O.O.O.O.O.O.O.O.O",
  "e_lumo_ev": -0.648,
  "symbols": ["H", "H", "H", "H", "H", "H", "H", "H", "H", "H", "H", "H", "H", "H", "H", "H", "H", "H", "H", "H", "O", "O", "O", "O", "O", "O", "O", "O", "O", "O"],
  "coordinates": [[0.221, 0.366, 0.062], [-1.314, -0.096, -0.318], [-0.622, -1.558, 4.172], [-1.045, -1.455, 2.588], [-3.001, -0.358, -0.060], [-2.725, 0.610, -1.228], [3.636, -0.569, 1.101], [4.401, 0.777, 1.046], [1.553, -1.997, 0.141], [2.908, -1.647, -0.461], [-2.399, -4.176, 0.214], [-2.409, -3.254, -0.999], [1.844, -1.580, -2.019], [1.198, -1.947, -3.368], [2.456, 3.343, -2.321], [3.714, 3.836, -1.488], [1.353, 1.953, 1.265], [0.252, 1.324, 1.884], [-5.512, 3.071, -1.021], [-4.451, 2.491, -0.270], [-0.698, 0.105, 0.408], [-0.589, -0.985, 3.383], [-3.153, -0.140, -0.991], [3.655, 0.350, 1.538], [2.482, -1.667, 0.328], [-2.002, -4.049, -0.657], [1.874, -2.294, -2.685], [2.891, 4.169, -1.852], [0.557, 2.245, 1.806], [-5.077, 3.132, -0.200]],
  "nbo_charge": [0.489, 0.469, 0.477, 0.476, 0.482, 0.468, 0.486, 0.455, 0.500, 0.459, 0.468, 0.469, 0.447, 0.478, 0.465, 0.468, 0.454, 0.472, 0.460, 0.454, -0.980, -0.953, -0.930, -0.955, -0.941, -0.936, -0.927, -0.933, -0.926, -0.913]
}

Number 1: molar mass 163.1 g mol⁻¹. Number 2: molar mass 2.0 g mol⁻¹. Number 3: molar mass 2.0 g mol⁻¹. Number 4: molar mass 224.2 g mol⁻¹. Number 5: molar mass 242.2 g mol⁻¹. Number 6: molar mass 180.2 g mol⁻¹. Number 7: molar mass 180.2 g mol⁻¹. Number 8: molar mass 180.1 g mol⁻¹. Number 9: molar mass 180.2 g mol⁻¹. Number 10: molar mass 180.2 g mol⁻¹. Number 11: molar mass 180.1 g mol⁻¹. Number 12: molar mass 180.1 g mol⁻¹.